19
Properties=species:S:1:pos:R:3 method="wB97M-V/def2-TZVPD" gap_ev=6.976 lumo_energy_ev=-4.51 total_charge=+1 e_tot_ev=-32147.81201 multiplicity=1
H 0.13 -1.48 -0.03
H 2.66 1.66 -0.62
H 1.43 0.85 -2.59
I -4.36 0.37 1.35
I -2.61 -3.29 0.45
N 0.93 0.38 -0.72
H 0.38 -0.62 -2.32
H -0.84 0.00 0.42
C 1.85 1.01 1.40
C 0.81 0.27 -1.97
C 0.25 -0.47 0.31
C -2.92 0.52 0.00
H 2.52 1.48 2.03
I -3.35 0.93 -1.98
H -1.76 -4.56 0.50
H 0.88 -0.56 2.54
C 1.76 1.31 -0.08
H 1.19 2.23 -0.27
C 1.03 -0.03 1.57